# 1
DFT (ωB97M-V/def2-TZVPD) results for a cluster of 2 separate species, C6H7N in total.

Structure (XYZ):
```
14
Properties=species:S:1:pos:R:3:forces:R:3
C 1.180387 -0.965840 -1.678647 1.890 0.192 -1.914
C 0.947010 0.417885 -2.181495 -2.117 0.590 -1.517
C 1.356740 1.584033 -2.869142 -1.031 -0.398 0.683
C -0.048640 1.282650 -2.584932 5.034 -1.555 0.646
C -1.282101 1.735656 -2.904107 -0.114 -0.036 0.198
N -2.266056 2.178701 -3.254743 -2.003 0.733 -0.550
H 1.899521 -1.531903 -2.411718 -1.455 1.169 0.893
H 0.216711 -1.514209 -1.659585 0.941 0.207 1.030
H 1.910954 -0.771895 -0.867661 -1.151 -0.901 0.561
C -0.981381 0.940485 1.612820 4.035 -1.296 -0.852
H -1.237798 0.460772 0.659078 -0.471 -0.507 0.757
H 0.151659 0.581684 1.892521 -2.892 0.776 -0.514
H -0.886265 1.943092 1.313863 0.240 1.625 -0.076
H -1.617152 0.895998 2.451175 -0.905 -0.600 0.654
```
Forces are in eV/Å.

SMILES string: CC1=C=C1C#N.C
charge: 0
ΔE to the lowest compared entry with this formula, charge and spin: 535.9 kJ/mol
LUMO energy: -0.56 eV
gap between HOMO and LUMO: 9.02 eV

=====

# 2
DFT (ωB97M-V/def2-TZVPD) results for a structure of composition C17H20AlBrCl33NO2P.

Structure (XYZ):
```
76
Properties=species:S:1:pos:R:3:forces:R:3
C -0.593111 -0.428998 5.545917 -0.115 0.204 -0.368
C -1.638030 0.594555 4.847805 -0.116 -0.602 0.218
P -2.110422 -0.088579 3.107862 1.368 -0.855 0.426
C -2.390294 -1.974322 3.374230 -0.710 -0.952 0.034
C -2.622719 -2.689929 1.927226 0.377 0.344 0.521
Al -4.159747 0.892679 2.602403 -1.351 0.035 -0.082
Cl -4.894771 -0.028058 0.646409 0.295 0.128 0.593
C -4.120374 2.917734 2.317362 0.628 -0.108 -1.016
C -2.740966 3.536496 1.819347 -1.668 5.260 2.190
O -2.529348 4.749164 2.099755 0.070 -4.712 -1.282
Br -1.348593 2.610359 0.763889 -0.930 0.290 0.458
C -5.436437 0.471854 4.158647 -0.498 0.009 -0.462
C -6.937437 0.993623 3.939697 0.268 -0.693 2.123
O -7.172845 1.564723 2.627112 -0.937 -0.796 0.898
C -7.930481 -0.245546 4.252618 0.117 0.302 0.670
N -8.068855 -1.210529 3.117881 -0.134 0.971 1.101
H -1.124256 -1.286791 6.091804 0.618 1.400 -0.685
H 0.017420 -0.941496 4.712281 -0.668 0.976 1.325
H 0.102706 0.121233 6.277268 -0.988 -0.916 -1.055
H -2.581353 0.735356 5.469249 1.324 -0.138 -0.458
H -1.180062 1.620466 4.645501 -0.476 -1.385 0.401
H -1.475068 -2.468499 3.871870 -1.378 0.948 -0.666
H -3.312042 -2.181162 4.038349 1.438 0.185 -0.866
H -3.726836 -2.957524 1.773449 1.699 0.579 0.023
H -2.228988 -1.972615 1.129611 -0.856 -1.025 0.852
H -1.990737 -3.636733 1.849245 -0.919 1.108 0.178
H -4.903121 3.190943 1.515186 1.239 -0.542 1.033
H -4.451202 3.444126 3.270348 0.798 -0.288 -1.258
H -5.452495 -0.676473 4.245538 0.093 1.570 0.080
H -4.951189 0.906383 5.104373 -0.923 -0.660 -1.163
H -7.164324 1.797680 4.739172 0.311 -1.025 -1.163
H -8.130334 1.392280 2.462186 1.119 0.393 -0.082
H -7.490352 -0.792774 5.165480 -0.682 0.852 -1.377
H -8.974224 0.122067 4.581250 1.398 -0.509 -0.709
H -7.121282 -1.439084 2.790692 -0.672 0.339 -0.304
H -8.619880 -0.717801 2.405842 0.774 -0.594 -0.053
C 2.431369 1.938261 -1.044370 -0.249 -0.060 0.278
Cl 2.339966 3.267325 -2.220837 -0.025 -0.201 0.068
Cl 0.878700 1.079248 -1.010121 0.543 0.046 -0.135
Cl 3.728837 0.818600 -1.519740 -0.237 0.061 0.121
Cl 2.780757 2.594125 0.568311 -0.147 -0.605 -0.246
C 5.089947 2.584024 -5.112935 -0.091 0.034 0.317
Cl 6.388842 2.788311 -6.314217 0.017 0.077 0.413
Cl 3.734643 3.659219 -5.516589 0.239 -0.152 0.044
Cl 4.530390 0.897157 -5.120629 0.012 0.255 0.048
Cl 5.710643 2.994014 -3.498829 -0.380 0.687 -0.631
C 8.436497 0.131481 -3.608974 -0.133 -0.062 0.094
Cl 6.896994 0.375362 -2.760163 0.769 -0.709 0.100
Cl 9.577933 -0.708902 -2.537635 -0.136 0.115 -0.163
Cl 8.159877 -0.848083 -5.064841 0.019 0.161 0.206
Cl 9.113702 1.706483 -4.074831 -0.053 -0.242 0.085
C 3.328047 1.047840 -9.463929 0.002 -0.001 0.087
Cl 4.491506 1.701077 -8.292069 -0.386 -0.243 -0.806
Cl 3.507575 -0.717202 -9.555565 -0.035 0.254 0.020
Cl 1.677178 1.448464 -8.944589 0.252 -0.074 -0.063
Cl 3.634803 1.758231 -11.063715 -0.052 -0.100 0.204
C 0.833723 -6.269438 1.549133 -0.082 0.105 0.043
Cl -0.663892 -7.160178 1.893510 0.237 0.141 -0.048
Cl 0.807135 -4.712357 2.400391 0.012 -0.269 -0.182
Cl 2.229465 -7.221042 2.101140 -0.167 0.104 -0.091
Cl 0.967165 -5.986211 -0.199524 -0.206 -0.252 0.353
C 3.899346 6.610530 1.132319 -0.142 -0.072 -0.105
Cl 3.280008 6.041493 2.696341 0.102 0.082 -0.264
Cl 3.280574 5.566932 -0.162799 0.262 0.719 0.227
Cl 3.363387 8.281931 0.855748 0.096 -0.208 0.065
Cl 5.675847 6.552612 1.142119 -0.203 0.016 0.004
C 4.319469 -3.749960 -2.165245 -0.058 0.042 0.090
Cl 4.311154 -2.235922 -3.093110 0.029 -0.219 0.071
Cl 3.057185 -3.694685 -0.919534 0.393 0.188 -0.347
Cl 4.012282 -5.111099 -3.262706 0.348 0.014 0.388
Cl 5.903764 -3.957953 -1.388223 -0.190 0.049 -0.129
C 1.547987 -3.479608 -5.941007 -0.063 0.053 0.136
Cl 1.610066 -1.718309 -6.162937 0.022 -0.260 0.037
Cl 1.188766 -3.848529 -4.240202 -0.190 0.186 -0.440
Cl 0.275367 -4.161836 -6.975694 0.195 0.101 0.144
Cl 3.115049 -4.186179 -6.390283 -0.240 0.144 -0.065
```
Forces are in eV/Å.

charge: -1
LUMO energy: 1.16 eV
gap between HOMO and LUMO: 5.36 eV

=====

HOMO energy for the records above, in order: -9.58; -4.20 eV